Molecular formula: C17H16Cl4N2O3
Method: DFT, ωB97M-V/def2-TZVPD

CARTESIAN COORDINATES (ANGSTROEM)
1 Cl 1.506 0.670 2.036
2 C 0.128 1.459 2.711
3 C -0.115 2.768 2.398
4 Cl 0.974 3.627 1.375
5 C -1.261 3.462 2.915
6 O -1.479 4.628 2.635
7 C -2.179 2.708 3.807
8 O -3.172 3.238 4.276
9 C -1.854 1.340 4.097
10 Cl -2.897 0.453 5.144
11 C -0.741 0.744 3.568
12 Cl -0.393 -0.900 3.959
13 C 4.059 0.037 -0.907
14 C 3.249 -0.460 -2.083
15 N 1.839 -0.089 -1.969
16 C 1.350 1.144 -2.613
17 C 0.891 0.915 -4.038
18 C 1.011 -0.840 -1.101
19 C -0.378 -0.820 -1.316
20 N -1.298 -1.550 -0.577
21 C -0.971 -2.167 0.605
22 C -1.875 -2.924 1.291
23 C -3.147 -3.099 0.786
24 C -3.484 -2.502 -0.413
25 C -2.571 -1.731 -1.075
26 O 1.527 -1.518 -0.199
27 H 5.118 -0.216 -0.993
28 H 3.982 1.120 -0.806
29 H 3.682 -0.399 0.020
30 H 3.635 -0.091 -3.040
31 H 3.287 -1.554 -2.136
32 H 0.542 1.550 -1.995
33 H 2.144 1.895 -2.565
34 H 0.531 1.834 -4.506
35 H 1.701 0.522 -4.652
36 H 0.087 0.180 -4.087
37 H -0.756 -0.273 -2.158
38 H 0.039 -2.069 0.956
39 H -1.588 -3.403 2.212
40 H -3.860 -3.713 1.313
41 H -4.456 -2.674 -0.842
42 H -2.807 -1.303 -2.034

Summary:
Net charge ... 0
ΔE to the lowest compared entry with this formula, charge and spin ... 20.13 kcal/mol
Gap between HOMO and LUMO ... 0.16689 Ha
Max |F| ... 0.054 Eh/bohr

Results of the Löwdin charge analysis, in e, for atoms 1 through 4: atom 1 (Cl): 0.776, atom 2 (C): -0.658, atom 3 (C): -0.598, atom 4 (Cl): 0.744